Record 1
C5H11N3O as an isolated structure in a non-equilibrium geometry. Source: the Open Molecules 2025 dataset; level of theory: ωB97M-V/def2-TZVPD.

Kohn-Sham gap: 0.3195 Eh
lowest unoccupied orbital energy: 0.0115 Ha
relative energy (zero: lowest compared OMol25 entry of this formula, charge and spin): 6.119 eV
HOMO energy: -0.3080 Ha

Each line ends with the Löwdin charge.
Geometry (Å):
C 1.939 1.605 0.021  -0.3864
C 0.506 1.800 0.654  -0.1794
C -1.444 -0.331 -1.359  -0.1992
C -1.932 -2.100 0.371  -0.1639
C -0.612 -2.517 -0.331  -0.0897
H 3.840 2.412 0.552  0.2692
H 1.891 1.522 -1.181  0.1404
H 2.208 0.516 0.382  0.1270
H 0.835 1.803 1.772  0.1440
H 0.087 2.768 0.420  0.1062
H -0.278 -0.117 0.849  0.0848
H -1.734 -0.014 -2.338  0.0919
H -1.904 -1.319 1.088  0.0705
H -2.688 -2.912 0.672  0.1211
H -0.582 -3.520 -0.831  0.1088
H 0.272 -2.012 0.153  0.0975
N -0.488 0.754 0.405  -0.0826
N -0.864 0.659 -0.821  -0.0014
N -1.682 -1.671 -0.972  -0.0971
O 2.629 2.675 0.495  -0.1616

=====

Record 2
A 6-piece molecular cluster, C33H65BrNO11S5 overall. Source: the Open Molecules 2025 dataset; level of theory: ωB97M-V/def2-TZVPD.

total charge: -1
Kohn-Sham gap: 0.1388 Eh
lowest unoccupied orbital energy: 0.0556 Ha
HOMO energy: -0.0832 Ha

Each line ends with the Löwdin charge.
Geometry (Å):
C 7.810 1.617 0.550  -0.1243
C 6.404 1.017 0.612  -0.2723
C 6.363 -0.306 1.382  -0.2240
C 4.932 -0.748 1.720  -0.1930
C 4.541 -0.478 3.187  -0.2061
C 3.078 -0.072 3.341  -0.2188
C 2.654 0.176 4.788  -0.2078
C 1.125 0.228 4.941  -0.2385
C 0.356 1.337 4.210  -0.3300
C 0.055 0.956 2.771  -0.2931
N -1.306 1.307 2.269  -0.1199
C -2.299 0.233 2.433  -0.1552
C 1.138 2.642 4.182  -0.2785
C 1.469 3.267 5.501  -0.7904
O 2.504 3.733 5.848  0.0038
Br -0.025 3.346 6.793  0.5889
H 8.558 0.823 0.471  0.0655
H 8.041 2.187 1.451  0.0669
H 7.941 2.267 -0.317  0.0592
H 6.042 0.833 -0.403  0.1054
H 5.718 1.722 1.090  0.1033
H 6.943 -0.177 2.303  0.1057
H 6.885 -1.071 0.799  0.1074
H 4.824 -1.816 1.532  0.0726
H 4.225 -0.199 1.090  0.1068
H 4.706 -1.381 3.781  0.0918
H 5.183 0.299 3.618  0.1113
H 2.440 -0.853 2.913  0.0877
H 2.908 0.831 2.745  0.0951
H 3.040 -0.652 5.401  0.1054
H 3.152 1.077 5.159  0.0994
H 0.752 -0.731 4.555  0.0859
H 0.872 0.218 6.012  0.0789
H 0.765 1.441 2.060  0.0692
H 0.170 -0.125 2.638  0.0868
H -1.598 2.042 2.908  0.0749
H -1.864 -0.727 2.157  0.0590
H -2.745 0.193 3.435  0.0669
H -3.105 0.438 1.726  0.0320
H 2.105 2.621 3.638  0.0984
H 0.512 3.393 3.680  0.1102
C 0.247 0.067 -2.654  -0.2098
C -0.921 -0.176 -3.623  -0.2086
C -1.963 -1.044 -2.885  -0.2188
S -1.755 -0.619 -1.146  0.6699
O -1.302 -1.796 -0.442  -0.3263
O -2.905 0.121 -0.686  -0.3344
C -0.374 0.476 -1.332  -0.2389
H 0.933 0.834 -3.008  0.0895
H 0.814 -0.860 -2.541  0.1262
H -1.369 0.785 -3.889  0.1194
H -0.590 -0.654 -4.540  0.0932
H -2.986 -0.811 -3.167  0.0785
H -1.782 -2.110 -3.001  0.1031
H 0.274 0.355 -0.467  0.1006
H -0.770 1.491 -1.364  0.1065
C 1.099 -4.795 2.072  -0.2130
C 1.653 -6.039 2.783  -0.2162
C 3.172 -6.052 2.566  -0.2228
S 3.656 -4.326 2.372  0.6557
O 4.158 -4.147 1.032  -0.3246
O 4.444 -3.926 3.509  -0.3212
C 2.007 -3.642 2.480  -0.2265
H 0.065 -4.595 2.348  0.1187
H 1.136 -4.933 0.989  0.1205
H 1.433 -5.975 3.850  0.1153
H 1.198 -6.955 2.408  0.1091
H 3.724 -6.466 3.407  0.0975
H 3.450 -6.566 1.648  0.0995
H 1.949 -2.770 1.832  0.1037
H 1.845 -3.346 3.517  0.1126
C -4.900 -1.729 -8.489  -0.2216
C -3.988 -0.503 -8.639  -0.2138
C -3.554 -0.079 -7.231  -0.2138
S -3.574 -1.577 -6.233  0.6627
O -4.587 -1.443 -5.217  -0.3148
O -2.229 -1.957 -5.892  -0.3167
C -4.186 -2.664 -7.519  -0.2288
H -5.085 -2.216 -9.445  0.1135
H -5.863 -1.429 -8.072  0.1194
H -3.111 -0.771 -9.231  0.1164
H -4.492 0.315 -9.152  0.1128
H -2.549 0.335 -7.199  0.1042
H -4.256 0.616 -6.775  0.1059
H -4.829 -3.413 -7.063  0.1082
H -3.319 -3.139 -7.978  0.1071
C 2.106 4.200 0.709  -0.2141
C 2.637 5.363 -0.141  -0.2116
C 3.140 4.772 -1.464  -0.2211
S 2.164 3.284 -1.746  0.6530
O 3.042 2.141 -1.698  -0.3217
O 1.292 3.475 -2.882  -0.3396
C 1.229 3.369 -0.219  -0.2288
H 1.542 4.547 1.573  0.1126
H 2.936 3.592 1.076  0.1166
H 1.828 6.070 -0.337  0.1145
H 3.431 5.906 0.368  0.1124
H 2.999 5.436 -2.314  0.0972
H 4.181 4.461 -1.405  0.1013
H 1.040 2.363 0.147  0.0666
H 0.286 3.869 -0.441  0.1150
C -6.354 0.621 0.986  -0.2162
C -6.150 0.456 -0.525  -0.2097
C -7.294 -0.423 -1.047  -0.2174
S -8.686 -0.136 0.055  0.6586
O -8.995 -1.360 0.753  -0.3318
O -9.733 0.576 -0.641  -0.3422
C -7.828 0.968 1.174  -0.2339
H -5.706 1.392 1.398  0.1166
H -6.121 -0.315 1.497  0.1234
H -6.187 1.434 -1.009  0.1204
H -5.180 0.019 -0.747  0.0819
H -7.604 -0.167 -2.057  0.0985
H -7.055 -1.483 -0.990  0.1037
H -8.206 0.805 2.180  0.1050
H -8.045 1.986 0.849  0.1047

=====

Record 3
C23H35CuN4 as an isolated structure. Source: the Open Molecules 2025 dataset; level of theory: ωB97M-V/def2-TZVPD.

total charge: +1
Kohn-Sham gap (spin up / spin down): 0.2892 / 0.2531 Eh
lowest unoccupied orbital energy (spin up / spin down): -0.0983 / -0.1519 Ha
HOMO energy (spin up / spin down): -0.3875 / -0.4050 Ha
spin multiplicity: 2

Each line ends with the Löwdin charge.
Geometry (Å):
Cu 1.026 0.508 -0.543  0.4578
C -0.256 1.095 0.898  -0.1180
C -0.053 -0.271 1.208  -0.1278
C -1.228 -0.983 0.634  -0.0697
C -2.082 -0.014 0.123  0.0010
C -1.535 1.255 0.252  -0.1494
C -2.178 2.566 -0.058  -0.5530
C -2.851 3.029 1.249  -0.0180
C -1.139 3.601 -0.498  -0.0359
C -3.238 2.443 -1.155  -0.0383
C -1.622 -2.432 0.499  -0.5300
C -2.679 -2.738 1.579  -0.0190
C -2.279 -2.650 -0.880  -0.0441
C -0.474 -3.434 0.595  -0.0425
C 0.912 -0.679 2.319  -0.5213
C 0.125 -1.343 3.457  -0.0216
C 2.051 -1.596 1.845  -0.0299
C 1.590 0.570 2.909  -0.0535
H 0.235 1.917 1.386  0.1092
H -3.024 -0.211 -0.342  0.1112
H -2.112 3.172 2.032  0.0877
H -3.571 2.290 1.588  0.0923
H -3.370 3.969 1.086  0.0920
H -0.414 3.799 0.285  0.0803
H -1.634 4.537 -0.741  0.0918
H -0.606 3.247 -1.379  0.0816
H -4.056 1.799 -0.851  0.0837
H -2.801 2.044 -2.066  0.0819
H -3.650 3.424 -1.374  0.0903
H -3.551 -2.104 1.444  0.0892
H -2.285 -2.563 2.576  0.0713
H -2.989 -3.777 1.506  0.0943
H -3.241 -2.153 -0.959  0.0763
H -2.452 -3.712 -1.033  0.0884
H -1.630 -2.288 -1.675  0.0870
H -0.077 -3.503 1.601  0.0617
H 0.321 -3.169 -0.100  0.0897
H -0.837 -4.424 0.327  0.0909
H -0.266 -2.309 3.163  0.0560
H -0.704 -0.709 3.764  0.1013
H 0.777 -1.494 4.314  0.0949
H 1.708 -2.580 1.557  0.0570
H 2.766 -1.728 2.654  0.0934
H 2.564 -1.140 1.000  0.0549
H 0.861 1.219 3.386  0.0939
H 2.127 1.123 2.140  0.0723
H 2.307 0.268 3.668  0.0922
N 2.206 0.290 -4.422  0.1317
C 0.903 0.273 -4.827  -0.0515
C 0.145 0.323 -3.689  -0.0881
N 0.963 0.370 -2.610  0.0740
C 2.209 0.349 -3.069  -0.2434
C 3.309 0.405 -2.152  -0.2421
N 3.074 0.576 -0.859  0.0645
C 4.278 0.611 -0.239  -0.0951
C 5.267 0.450 -1.170  -0.0486
N 4.643 0.321 -2.375  0.1331
H 3.004 0.275 -5.037  0.1698
H 0.629 0.229 -5.861  0.1226
H -0.921 0.321 -3.585  0.1122
H 4.365 0.750 0.819  0.1142
H 6.331 0.423 -1.060  0.1231
H 5.110 0.158 -3.254  0.1701

=====

Record 4
A 3-piece molecular cluster, C3H9NO2 overall in a non-equilibrium geometry. Source: the Open Molecules 2025 dataset; level of theory: ωB97M-V/def2-TZVPD.

Kohn-Sham gap: 0.3689 Eh
lowest unoccupied orbital energy: 0.0148 Ha
relative energy (zero: lowest compared OMol25 entry of this formula, charge and spin): 3.012 eV
HOMO energy: -0.3541 Ha

Each line ends with the Löwdin charge.
Geometry (Å):
C 0.549 -1.055 0.332  0.0263
C -0.659 -0.464 0.352  -0.2720
N -1.018 0.241 1.524  -0.0309
C -2.087 0.935 1.379  -0.0470
H 0.931 -1.082 1.350  0.0612
H 0.801 -1.786 -0.417  0.0494
H -1.371 -0.578 -0.463  0.0954
H -2.630 1.481 2.148  0.0676
H -2.716 0.702 0.511  0.0642
O 0.833 3.288 3.561  -0.0572
H 0.132 2.680 3.273  0.0252
H 1.092 3.693 2.742  0.0179
O 2.372 -2.465 -5.378  -0.0508
H 1.623 -2.261 -5.911  0.0116
H 2.148 -3.329 -5.002  0.0392